Record 1
The molecule C4H9FN2S at a distorted geometry. Source: the OMol25 dataset; level of theory: wB97M-V/def2-TZVPD.

CARTESIAN COORDINATES (ANGSTROEM)
C -3.03235 -1.16211 0.63124
C -2.26675 -0.61695 -0.58426
N -0.79059 -0.70398 -0.43156
C -0.07693 0.37065 -0.12245
C -0.52205 1.77929 -0.06290
F 0.55709 2.56722 0.17912
N 1.33072 0.10013 0.23498
S 2.46400 -1.23050 -0.07918
H -2.66673 -2.13029 0.91231
H -3.04231 -0.36018 1.54350
H -4.11834 -1.58074 0.47854
H -2.57294 -0.94751 -1.59256
H -2.71131 0.49814 -0.68491
H -1.34077 2.01588 0.75832
H -1.05126 1.87647 -1.10369
H 2.04777 1.05708 0.23493
H 2.62562 -1.84419 1.31456

Properties
Relative energy (zero: lowest compared OMol25 entry of this formula, charge and spin) = 379.20 kJ/mol
2S+1 = 1
SMILES = CC/N=C(\CF)NS
Highest occupied orbital energy = -8.96 eV
HOMO-LUMO gap = 9.63 eV

Which charges does Mulliken predict for the atoms? In e, they are: number 1, C, carries -0.954; number 2, C, carries -0.304; number 3, N, carries -0.479; number 4, C, carries 0.638; number 5, C, carries -0.272; number 6, F, carries -0.309; number 7, N, carries -0.432; number 8, S, carries -0.151; number 9, H, carries 0.320; number 10, H, carries 0.170; number 11, H, carries 0.319; number 12, H, carries 0.361; number 13, H, carries 0.126; number 14, H, carries 0.219; number 15, H, carries 0.252; number 16, H, carries 0.347; number 17, H, carries 0.151



Record 2
The molecule C4H9FO at a distorted geometry. Source: the OMol25 dataset; level of theory: wB97M-V/def2-TZVPD.

CARTESIAN COORDINATES (ANGSTROEM)
C -0.05179 0.19379 1.92709
C -0.59640 -0.47006 0.71671
C 0.23154 -0.34889 -0.58312
O -0.40109 -1.36019 -1.48744
C 0.27344 1.00664 -1.30604
F 0.61783 0.78898 -2.68251
H 0.10073 1.23179 1.69912
H 0.87276 -0.30646 2.20527
H -0.64175 0.03552 2.79482
H -1.62061 -0.13319 0.45664
H -0.71319 -1.52216 0.91530
H 1.26072 -0.71061 -0.28974
H 0.15481 -1.42889 -2.24542
H 1.14835 1.53613 -0.95168
H -0.63537 1.48761 -1.16899

Properties
Relative energy (zero: lowest compared OMol25 entry of this formula, charge and spin) = 43.09 kJ/mol
2S+1 = 1
SMILES = CC[C@@H](O)CF
Highest occupied orbital energy = -10.57 eV
HOMO-LUMO gap = 11.63 eV

Which charges does Mulliken predict for the atoms? In e, they are: number 1, C, carries -1.168; number 2, C, carries -0.561; number 3, C, carries 0.242; number 4, O, carries -0.547; number 5, C, carries -0.425; number 6, F, carries -0.338; number 7, H, carries 0.323; number 8, H, carries 0.319; number 9, H, carries 0.367; number 10, H, carries 0.335; number 11, H, carries 0.301; number 12, H, carries 0.210; number 13, H, carries 0.297; number 14, H, carries 0.279; number 15, H, carries 0.365



Record 3
The molecule C4H9I2N at a distorted geometry. Source: the OMol25 dataset; level of theory: wB97M-V/def2-TZVPD.

CARTESIAN COORDINATES (ANGSTROEM)
C 1.04181 1.34569 -0.01805
C 0.16549 -0.21549 -1.61649
C 0.50405 0.01012 -0.25180
C -0.80715 -0.19377 1.02620
N -1.08149 -1.51561 1.13915
I -2.54479 1.13250 0.48363
I -1.07453 -2.73201 2.72162
H 1.01443 1.70669 1.04802
H 0.63688 2.11705 -0.68645
H 2.14476 1.28307 -0.21199
H -0.62039 0.38753 -1.90268
H 0.17316 -1.16384 -1.99776
H 0.94244 0.32880 -2.08908
H 1.18851 -0.81676 0.13209
H -0.34770 0.24285 1.90747
H -1.33548 -1.91684 0.31610

Properties
Relative energy (zero: lowest compared OMol25 entry of this formula, charge and spin) = 0.00 kJ/mol
2S+1 = 3
<S²> = 2.015
Highest occupied orbital energy (alpha / beta) = -6.01 / -9.23 eV
HOMO-LUMO gap (alpha / beta) = 6.37 / 6.78 eV

Which charges does Mulliken predict for the atoms? In e, they are: number 1, C, carries -1.492; number 2, C, carries -1.638; number 3, C, carries 0.744; number 4, C, carries -0.772; number 5, N, carries -0.321; number 6, I, carries -0.013; number 7, I, carries -0.069; number 8, H, carries 0.366; number 9, H, carries 0.364; number 10, H, carries 0.372; number 11, H, carries 0.396; number 12, H, carries 0.437; number 13, H, carries 0.469; number 14, H, carries 0.251; number 15, H, carries 0.615; number 16, H, carries 0.291



Record 4
A structure of composition C4H9IN3 at a distorted geometry. Source: the OMol25 dataset; level of theory: wB97M-V/def2-TZVPD.

CARTESIAN COORDINATES (ANGSTROEM)
C 2.06656 2.19653 -0.44937
C -1.31599 -0.94851 0.28919
C -2.45242 -3.01623 -0.08550
C 2.18931 1.26460 0.53423
N 2.53580 3.45625 -0.34032
N -1.94632 -0.01928 0.66219
N -1.28150 -2.18170 -0.15831
I 1.39757 -0.62313 -0.12126
H 1.80339 1.99705 -1.38618
H -2.35957 -3.99341 0.54184
H -2.74678 -3.24677 -1.05752
H -3.38992 -2.64775 0.18441
H 2.38378 1.54201 1.52881
H 2.60314 4.19238 -1.02808
H 2.97236 3.81331 0.44816
H -2.02057 0.87833 0.88127
H -0.43883 -2.66369 -0.44356

Properties
Relative energy (zero: lowest compared OMol25 entry of this formula, charge and spin) = 393.54 kJ/mol
Net charge = +1
2S+1 = 1
Highest occupied orbital energy (alpha / beta) = -11.72 / -11.72 eV
HOMO-LUMO gap (alpha / beta) = 7.50 / 7.50 eV

Which charges does Mulliken predict for the atoms? In e, they are: number 1, C, carries 0.018; number 2, C, carries 0.632; number 3, C, carries -1.006; number 4, C, carries -0.685; number 5, N, carries -0.374; number 6, N, carries -0.189; number 7, N, carries -0.219; number 8, I, carries 0.107; number 9, H, carries 0.409; number 10, H, carries 0.294; number 11, H, carries 0.394; number 12, H, carries 0.402; number 13, H, carries 0.446; number 14, H, carries 0.213; number 15, H, carries 0.167; number 16, H, carries 0.198; number 17, H, carries 0.191



Record 5
A cluster of 2 separate species, C4H9INO2 in total at a distorted geometry. Source: the OMol25 dataset; level of theory: wB97M-V/def2-TZVPD.

CARTESIAN COORDINATES (ANGSTROEM)
C 1.72481 1.14035 -1.30309
C 1.17118 1.57560 -0.17229
C -0.27469 1.66666 -0.00282
C 0.01120 -0.59253 1.03375
N -0.16761 -1.35178 2.02948
O -1.05052 1.65051 -1.08897
O -0.62221 0.48149 0.99051
I -1.78784 -4.04092 -1.12598
H 2.72675 0.82280 -1.36381
H 1.07674 1.08120 -2.11855
H 1.72105 1.70308 0.65869
H -0.50599 2.52651 0.69084
H 0.38280 -0.93371 0.09144
H 0.14859 -2.23617 2.22368
H -0.56117 -0.84780 2.86764
H -2.09658 -4.44846 -2.60296
H -1.89650 1.80314 -0.80756

Properties
Relative energy (zero: lowest compared OMol25 entry of this formula, charge and spin) = 58.05 kJ/mol
Net charge = +1
2S+1 = 1
Highest occupied orbital energy = -12.88 eV
HOMO-LUMO gap = 9.10 eV

Which charges does Mulliken predict for the atoms? In e, they are: number 1, C, carries -0.700; number 2, C, carries -0.549; number 3, C, carries 0.365; number 4, C, carries 0.154; number 5, N, carries -0.194; number 6, O, carries -0.438; number 7, O, carries -0.375; number 8, I, carries -0.109; number 9, H, carries 0.315; number 10, H, carries 0.312; number 11, H, carries 0.529; number 12, H, carries 0.246; number 13, H, carries 0.452; number 14, H, carries 0.239; number 15, H, carries 0.293; number 16, H, carries 0.121; number 17, H, carries 0.340



Record 6
A structure of composition C4H9LiO4Yb at a distorted geometry. Source: the OMol25 dataset; level of theory: wB97M-V/def2-TZVPD.

CARTESIAN COORDINATES (ANGSTROEM)
O -1.84128 0.48049 -2.42749
Li -1.11768 2.18288 -2.40513
O 0.17998 1.85548 -1.15015
C 1.52970 1.71234 -0.95564
O 1.86177 0.74305 0.02506
C 1.31055 -0.57312 -0.23284
C 0.67071 -1.09380 1.01924
O -0.73193 -0.68405 0.99413
C -1.50897 -1.06464 2.10551
Yb -0.76060 0.05526 -1.05787
H 1.99908 2.64863 -0.59726
H 2.02795 1.40898 -1.90417
H -2.38456 -0.06992 -3.02197
H 2.11864 -1.23083 -0.58618
H 1.09861 -0.69666 1.95840
H 0.69599 -2.19505 1.04952
H -2.40262 -0.43105 2.12275
H -1.80760 -2.12212 2.02766
H -0.93773 -0.92587 3.03644

Properties
Net charge = +1
2S+1 = 2
<S²> = 0.751
Highest occupied orbital energy (alpha / beta) = -11.53 / -11.52 eV
HOMO-LUMO gap (alpha / beta) = 7.54 / 7.56 eV

Which charges does Mulliken predict for the atoms? In e, they are: number 1, O, carries -0.823; number 2, Li, carries 0.895; number 3, O, carries -0.757; number 4, C, carries -0.131; number 5, O, carries -0.364; number 6, C, carries -0.742; number 7, C, carries -0.479; number 8, O, carries -0.166; number 9, C, carries -0.621; number 10, Yb, carries 1.446; number 11, H, carries 0.209; number 12, H, carries 0.316; number 13, H, carries 0.284; number 14, H, carries 0.345; number 15, H, carries 0.376; number 16, H, carries 0.381; number 17, H, carries 0.267; number 18, H, carries 0.302; number 19, H, carries 0.263



Record 7
A structure of composition C4H9MoNOSbSe6Te2 at a distorted geometry. Source: the OMol25 dataset; level of theory: wB97M-V/def2-TZVPD.

CARTESIAN COORDINATES (ANGSTROEM)
Mo 13.66115 5.24356 5.85410
Se 16.92348 4.69278 4.84671
Sb 14.98139 4.81946 3.25349
Se 13.51005 3.05423 4.79633
Se 14.75848 7.18588 4.39732
Se 15.90173 4.47157 7.00008
Se 13.02920 7.72700 6.87412
Te 11.47519 6.85264 5.13920
Te 11.39609 4.46714 7.27008
Se 13.79064 4.83322 8.30963
C 6.41787 7.36575 6.18114
N 5.69737 6.09582 6.24589
C 5.97821 5.14841 5.15509
C 4.87897 5.96402 7.35022
C 3.92959 4.76284 7.32338
O 4.98376 6.66505 8.35212
H 5.69502 8.10528 6.60603
H 6.56992 7.56692 5.09365
H 7.43215 7.41259 6.67870
H 5.96215 5.70104 4.21465
H 5.37800 4.21238 5.11233
H 7.04420 4.82687 5.12416
H 4.23483 3.79526 6.86266
H 3.12597 5.01777 6.65399
H 3.68325 4.55560 8.37654

Properties
Net charge = +1
2S+1 = 1
Highest occupied orbital energy (alpha / beta) = -11.14 / -11.14 eV
HOMO-LUMO gap (alpha / beta) = 4.32 / 4.32 eV

Which charges does Mulliken predict for the atoms? In e, they are: number 1, Mo, carries 0.605; number 2, Se, carries -0.107; number 3, Sb, carries 0.312; number 4, Se, carries -0.140; number 5, Se, carries -0.123; number 6, Se, carries 0.091; number 7, Se, carries -0.150; number 8, Te, carries 0.362; number 9, Te, carries 0.205; number 10, Se, carries -0.061; number 11, C, carries -0.951; number 12, N, carries 0.078; number 13, C, carries -0.737; number 14, C, carries 0.778; number 15, C, carries -1.177; number 16, O, carries -0.608; number 17, H, carries 0.329; number 18, H, carries 0.348; number 19, H, carries 0.174; number 20, H, carries 0.303; number 21, H, carries 0.286; number 22, H, carries 0.231; number 23, H, carries 0.325; number 24, H, carries 0.316; number 25, H, carries 0.310



Record 8
A cluster of 2 separate species, C4H9N in total at a distorted geometry. Source: the OMol25 dataset; level of theory: wB97M-V/def2-TZVPD.

CARTESIAN COORDINATES (ANGSTROEM)
C 4.37546 -1.31749 4.43199
C 4.55456 -0.06848 4.10213
H 4.20905 -1.63998 5.54454
H 4.56363 -2.14730 3.74367
H 4.54688 0.75415 4.90204
H 4.66955 0.32395 3.06834
C -1.75819 0.20772 -2.88951
C -4.13270 0.93002 -2.53258
N -3.28744 0.15070 -3.22466
H -1.58116 1.34410 -2.78204
H -1.31582 -0.63501 -2.14290
H -1.50581 -0.01291 -3.97519
H -4.92833 1.54444 -3.02576
H -3.88064 0.90307 -1.43234

Properties
Relative energy (zero: lowest compared OMol25 entry of this formula, charge and spin) = 300.22 kJ/mol
Net charge = -1
2S+1 = 2
<S²> = 0.754
Highest occupied orbital energy (alpha / beta) = 0.59 / -1.99 eV
HOMO-LUMO gap (alpha / beta) = 2.16 / 4.74 eV

Which charges does Mulliken predict for the atoms? In e, they are: number 1, C, carries -0.393; number 2, C, carries -0.401; number 3, H, carries 0.172; number 4, H, carries 0.228; number 5, H, carries 0.170; number 6, H, carries 0.224; number 7, C, carries -1.100; number 8, C, carries -0.733; number 9, N, carries -0.575; number 10, H, carries 0.430; number 11, H, carries 0.195; number 12, H, carries 0.288; number 13, H, carries 0.254; number 14, H, carries 0.241



no.,E (eV)
1,-20823.1900
2,-9058.2116
3,-21980.6976
4,-16854.8999
5,-17970.9870
6,-44212.0300
7,-422882.0663
8,-5779.0762